This record from the OMol25 dataset describes C20H27N3O4 in the gas phase. The level of theory is ωB97M-V with the def2-TZVPD basis set.

```
54
C20H27N3O4 (ωB97M-V with the def2-TZVPD basis set)
C 3.339 -0.116 -1.670
C 2.393 -0.494 -2.804
O 2.138 -1.885 -2.837
C 1.405 -2.458 -1.823
C 0.304 -1.832 -1.253
C -0.483 -2.469 -0.300
C -1.681 -1.840 0.207
N -2.552 -2.457 0.965
O -3.557 -1.564 1.165
C -3.222 -0.450 0.509
C -4.146 0.710 0.519
C -4.319 1.302 1.922
C -3.161 2.128 2.480
O -3.324 2.824 3.462
N -1.987 2.027 1.834
C -0.804 2.752 2.250
C -0.495 3.894 1.276
C -0.051 3.365 -0.084
C 1.164 2.455 0.069
C 0.846 1.291 1.002
C 0.391 1.803 2.367
N -2.075 -0.557 -0.091
C -0.151 -3.757 0.116
C 0.944 -4.380 -0.432
C 1.736 -3.763 -1.405
O 2.751 -4.542 -1.853
C 3.743 -4.052 -2.728
H 2.891 -0.365 -0.710
H 4.277 -0.657 -1.767
H 3.548 0.950 -1.697
H 1.464 0.083 -2.739
H 2.857 -0.286 -3.772
H 0.017 -0.843 -1.572
H -5.121 0.353 0.179
H -3.788 1.461 -0.186
H -5.193 1.956 1.933
H -4.515 0.500 2.638
H -1.884 1.429 1.031
H -1.045 3.172 3.233
H 0.301 4.508 1.703
H -1.382 4.521 1.169
H -0.866 2.807 -0.551
H 0.193 4.203 -0.740
H 1.468 2.078 -0.909
H 1.996 3.031 0.480
H 0.069 0.666 0.555
H 1.731 0.665 1.134
H 0.124 0.962 3.011
H 1.213 2.341 2.842
H -0.761 -4.247 0.856
H 1.226 -5.376 -0.131
H 3.323 -3.741 -3.686
H 4.423 -4.891 -2.880
H 4.292 -3.219 -2.285
```

Properties
Orbital gap, eV: 8.9
Charge: 0
SMILES: CCOc1cc(-c2noc(CCC(=O)NC3CCCCC3)n2)ccc1OC
Maximum force, eV/A: 1.27
HOMO level, eV: -8.26